No. 1
Here is a cluster of 4 separate species, C53H42BClFN5O9P in total from OMol25. Energies are from ωB97M-V with the def2-TZVPD basis set.

Last column: Mulliken charge in e.
Positions of all 113 atoms, in Å:
C: -1.199 3.788 6.683  -1.2863
C: -0.630 5.255 6.935  0.2175
F: -1.078 5.607 8.246  -0.3867
C: -1.117 6.312 5.862  -0.0048
B: -0.881 5.825 4.341  0.8893
N: -1.555 6.447 3.143  -0.6131
O: 0.046 4.791 4.051  -0.7820
N: -2.457 6.694 6.346  1.1694
C: -3.645 5.968 5.942  -0.5130
C: -4.250 5.070 6.961  -0.0637
C: -5.476 4.314 6.694  -0.6416
C: -6.168 4.408 5.388  -0.5453
C: -5.574 5.289 4.392  -0.9430
C: -4.341 6.055 4.663  0.0109
C: -2.589 7.955 6.929  -0.0825
N: -3.600 8.331 7.692  -0.1300
N: -1.444 8.701 6.467  -0.1302
P: -2.189 9.925 5.405  0.0198
N: -3.350 9.222 4.297  -0.5882
O: -3.128 10.947 6.368  -0.4135
C: -0.450 7.779 5.909  0.4024
O: 0.354 8.167 4.833  -0.5041
Cl: 0.821 7.785 7.270  -0.2118
H: -1.492 3.358 7.681  0.4080
H: -2.058 3.751 5.970  0.1630
H: -0.363 3.141 6.303  0.3001
H: 0.489 5.128 6.938  0.6322
H: -0.802 6.919 2.616  0.2311
H: -1.832 5.669 2.531  0.2274
H: -0.424 4.007 3.703  0.2729
H: -3.816 4.947 7.987  0.3967
H: -5.921 3.672 7.494  0.3921
H: -7.109 3.848 5.192  0.4207
H: -6.078 5.382 3.397  0.3858
H: -3.969 6.729 3.864  0.2767
H: -4.539 8.089 7.355  0.2639
H: -3.500 8.819 8.579  0.2967
H: -2.842 8.552 3.707  0.3262
H: -4.148 8.796 4.777  0.3869
H: -3.763 11.393 5.770  0.3549
H: -0.142 8.638 4.135  0.4378
C: 3.221 0.556 0.258  -0.5834
C: 3.346 -0.787 -0.086  -0.6424
C: 2.432 -1.716 0.392  -0.4096
C: 1.395 -1.306 1.225  0.3338
C: 1.284 0.037 1.589  0.2614
C: 2.193 0.968 1.094  -0.5667
C: 0.214 0.480 2.514  0.4191
O: 0.114 1.654 2.829  -0.7139
C: -0.727 -0.530 3.057  0.1344
C: -1.702 -0.141 3.972  -0.6992
C: -2.595 -1.075 4.476  -0.6203
C: -2.525 -2.402 4.061  -0.6642
C: -1.552 -2.796 3.154  -0.5832
C: -0.645 -1.864 2.657  0.6124
C: 0.414 -2.304 1.714  0.3841
O: 0.480 -3.463 1.353  -0.6638
H: 3.930 1.281 -0.123  0.4198
H: 4.156 -1.109 -0.729  0.4213
H: 2.530 -2.759 0.117  0.5239
H: 2.103 2.014 1.362  0.5350
H: -1.764 0.892 4.297  0.7215
H: -3.350 -0.770 5.192  0.4213
H: -3.228 -3.130 4.450  0.4022
H: -1.498 -3.831 2.839  0.5712
C: -1.744 -4.428 -0.460  0.1239
C: -2.574 -5.524 -0.681  -0.7332
C: -2.722 -6.037 -1.962  -0.6263
C: -2.049 -5.448 -3.029  -0.0313
C: -1.236 -4.334 -2.810  0.3390
C: -1.078 -3.834 -1.521  -0.7607
C: -0.551 -3.665 -3.943  0.6197
O: 0.161 -2.696 -3.751  -0.7176
C: -0.755 -4.191 -5.315  0.2041
C: -0.166 -3.540 -6.397  -0.4874
C: -0.340 -4.033 -7.682  -0.5797
C: -1.096 -5.184 -7.892  -0.5216
C: -1.690 -5.832 -6.818  -0.6394
C: -1.530 -5.333 -5.528  0.2874
C: -2.199 -6.014 -4.392  0.6086
O: -2.863 -7.016 -4.575  -0.6682
H: -1.622 -4.034 0.540  0.3128
H: -3.104 -5.980 0.148  0.4049
H: -3.364 -6.893 -2.129  0.4915
H: -0.437 -2.978 -1.344  0.4941
H: 0.427 -2.646 -6.241  0.4743
H: 0.115 -3.523 -8.523  0.4327
H: -1.225 -5.572 -8.895  0.4329
H: -2.281 -6.724 -6.987  0.4857
C: 8.386 -3.852 -9.557  -0.4635
C: 8.510 -5.194 -9.905  -0.4764
C: 7.592 -6.122 -9.434  -0.5507
C: 6.552 -5.714 -8.604  0.2017
C: 6.442 -4.372 -8.236  0.1819
C: 7.355 -3.441 -8.724  -0.5641
C: 5.368 -3.929 -7.312  0.5125
O: 5.269 -2.759 -6.993  -0.6737
C: 4.423 -4.940 -6.777  0.2915
C: 3.445 -4.551 -5.865  -0.8487
C: 2.548 -5.486 -5.368  -0.3024
C: 2.617 -6.812 -5.788  -0.6273
C: 3.593 -7.205 -6.692  -0.7027
C: 4.504 -6.273 -7.182  0.1822
C: 5.566 -6.712 -8.121  0.6680
O: 5.630 -7.870 -8.486  -0.6622
H: 9.098 -3.127 -9.932  0.4030
H: 9.323 -5.516 -10.545  0.4015
H: 7.689 -7.165 -9.712  0.4646
H: 7.266 -2.396 -8.451  0.4607
H: 3.384 -3.520 -5.537  0.5521
H: 1.792 -5.182 -4.655  0.6225
H: 1.911 -7.540 -5.405  0.4459
H: 3.646 -8.239 -7.013  0.4804

## Properties
**Charge**: +1
**Gap between HOMO and LUMO**: 6.9 eV
**E_LUMO**: -3.661 eV
**E_HOMO**: -10.5 eV
**Total energy**: -3921.94613 a.u.
**Max |F|**: 5.5 eV/A

***

No. 2
Here is a structure of composition C53H43IN5NaO4P2 from OMol25. Energies are from ωB97M-V with the def2-TZVPD basis set.

Last column: Mulliken charge in e.
Positions of all 109 atoms, in Å:
Na: -0.123 0.115 -0.181  0.9082
C: -1.162 3.867 -2.056  -1.1423
C: -0.275 4.733 -1.440  -0.7941
C: 0.168 4.441 -0.160  -0.8484
C: -0.298 3.285 0.456  0.7115
N: -1.132 2.438 -0.140  0.3260
C: -1.548 2.724 -1.370  -0.2565
C: 0.086 2.929 1.848  0.1104
C: 0.157 3.912 2.831  -0.8427
C: 0.461 3.533 4.126  -1.0611
C: 0.710 2.198 4.385  -1.1642
C: 0.644 1.285 3.336  0.1931
N: 0.316 1.640 2.095  0.8402
C: 0.965 -0.153 3.568  0.6391
C: 1.908 -0.520 4.525  -0.7593
C: 2.206 -1.862 4.698  -1.0721
C: 1.549 -2.795 3.914  -0.8185
C: 0.627 -2.333 2.984  -0.4845
N: 0.342 -1.050 2.802  0.7345
H: -1.535 4.049 -3.054  0.5018
H: 0.075 5.621 -1.950  0.4238
H: 0.877 5.083 0.345  0.5579
H: -2.207 1.997 -1.832  0.6797
H: -0.062 4.941 2.582  0.5802
H: 0.490 4.265 4.923  0.4218
H: 0.928 1.863 5.390  0.5606
H: 2.427 0.235 5.101  0.5582
H: 2.944 -2.168 5.427  0.4194
H: 1.743 -3.855 4.001  0.5105
H: 0.106 -3.037 2.344  0.3564
O: 0.940 1.199 -2.145  -0.1802
C: 0.600 1.161 -3.318  -0.5580
C: -0.570 0.540 -3.895  1.2310
C: -0.724 0.675 -5.276  -0.3390
C: -1.816 0.144 -5.916  -1.2142
C: -2.821 -0.525 -5.189  -0.3919
C: -2.692 -0.682 -3.844  -0.4467
C: -1.545 -0.197 -3.119  -0.6499
O: -1.416 -0.423 -1.889  0.7796
N: -1.945 0.289 -7.349  1.0411
O: -1.084 0.912 -7.950  -0.6637
O: -2.942 -0.172 -7.884  -0.6698
H: 1.238 1.671 -4.071  0.1440
H: 0.024 1.203 -5.854  0.5353
H: -3.682 -0.907 -5.719  0.5430
H: -3.453 -1.187 -3.264  0.2843
C: -1.871 -3.278 -0.636  -0.9532
C: -2.547 -2.828 0.664  -2.2208
P: -2.665 -0.989 0.868  1.1069
C: -4.081 -0.583 -0.224  0.7128
C: -4.333 0.775 -0.417  -0.5377
C: -5.372 1.199 -1.231  -0.6054
C: -6.178 0.268 -1.872  -0.6547
C: -5.940 -1.084 -1.688  -0.6946
C: -4.898 -1.507 -0.870  -0.3848
C: -3.505 -0.927 2.499  0.3583
C: -4.757 -1.496 2.730  -0.6190
C: -5.346 -1.427 3.982  -0.7519
C: -4.692 -0.777 5.022  -0.5685
C: -3.455 -0.194 4.802  -0.5900
C: -2.867 -0.266 3.545  0.0041
P: -0.070 -2.874 -0.691  1.5822
C: 0.735 -4.459 -0.225  0.4851
C: 1.852 -4.391 0.603  -0.0944
C: 2.550 -5.538 0.958  -0.8304
C: 2.132 -6.773 0.489  -0.6192
C: 1.023 -6.856 -0.344  -0.8284
C: 0.336 -5.708 -0.701  -0.7915
C: 0.300 -2.847 -2.482  0.1974
C: -0.525 -3.376 -3.470  -0.0392
C: -0.189 -3.251 -4.811  -0.7219
C: 0.983 -2.609 -5.181  -0.6555
C: 1.822 -2.092 -4.204  -0.4325
C: 1.476 -2.206 -2.866  -0.3815
H: -2.331 -2.775 -1.489  -0.2796
H: -2.022 -4.354 -0.760  0.8062
H: -2.008 -3.196 1.543  0.7958
H: -3.542 -3.277 0.735  0.8386
H: -3.697 1.503 0.075  0.4018
H: -5.549 2.259 -1.370  0.4407
H: -6.985 0.597 -2.515  0.3885
H: -6.561 -1.818 -2.186  0.4331
H: -4.728 -2.570 -0.754  0.1735
H: -5.284 -1.985 1.917  0.2987
H: -6.319 -1.872 4.147  0.4151
H: -5.154 -0.719 6.000  0.3718
H: -2.946 0.325 5.604  0.4505
H: -1.905 0.194 3.361  0.1817
H: 2.182 -3.424 0.963  0.3619
H: 3.421 -5.465 1.599  0.4477
H: 2.671 -7.671 0.764  0.3812
H: 0.702 -7.818 -0.723  0.4160
H: -0.512 -5.784 -1.372  0.3033
H: -1.451 -3.871 -3.204  0.2886
H: -0.852 -3.648 -5.569  0.4227
H: 1.235 -2.504 -6.229  0.3895
H: 2.737 -1.581 -4.479  0.4695
H: 2.120 -1.771 -2.108  0.0881
I: 5.928 0.398 -2.620  0.0795
C: 4.734 -0.193 -1.020  -0.4553
C: 5.171 -1.140 -0.110  -0.3692
C: 4.310 -1.496 0.915  -1.1092
C: 3.058 -0.903 0.972  0.0756
N: 2.632 0.003 0.093  0.4328
C: 3.466 0.356 -0.881  -0.4809
H: 6.152 -1.588 -0.203  0.4238
H: 4.596 -2.233 1.654  0.5470
H: 2.362 -1.184 1.749  0.3020
H: 3.087 1.085 -1.584  0.5627

## Properties
**Energy relative to the best compared isomer or geometry (same formula, charge and spin)**: 0.0 kcal per mole
**Gap between HOMO and LUMO**: 7.4 eV
**E_LUMO**: -0.110 eV
**E_HOMO**: -7.5 eV
**Total energy**: -3762.94475 a.u.
**Max |F|**: 0.5 eV/A